(1)
Here is a molecular structure, C51H65CsNOP2Sb from OMol25. Energies are from ωB97M-V/def2-TZVPD.

Atoms and positions in Å:
Cs -0.37 0.10 -0.06
Sb -3.09 -2.49 0.11
P 0.81 3.38 -0.10
P -2.86 2.68 -0.45
O 0.37 -2.52 -0.21
N -1.45 5.00 0.30
C -6.27 3.44 -2.66
C 1.98 2.59 2.26
C -2.46 4.51 -0.62
C -4.49 2.46 3.86
C 2.96 -1.70 -3.16
C -5.10 1.60 -3.68
C 3.29 -2.40 -0.52
C 1.94 3.62 1.32
C -0.80 5.53 2.57
C -4.84 -3.97 -2.09
C 1.84 3.52 -1.61
C 3.12 -0.02 0.18
C 3.38 4.65 -3.09
C 3.56 3.81 3.59
C -1.12 5.93 3.85
C 3.02 -0.72 -2.20
C 1.67 2.54 -2.58
C -4.98 2.56 1.50
C -6.17 2.48 -3.67
C -4.23 2.62 -1.66
C 2.71 4.58 -1.88
C -1.81 -5.23 0.85
C 3.20 3.66 -4.05
C -2.40 -4.34 -2.25
C -0.09 5.02 -0.19
C -3.89 -4.81 2.11
C -3.10 5.76 1.93
C -3.32 -2.14 -2.84
C 3.25 -3.37 -1.50
C -5.39 -0.58 -0.14
C -4.77 -1.14 2.19
C -3.48 -3.33 -1.88
C -1.85 -3.47 2.60
C -3.62 2.60 1.21
C -5.03 -1.73 0.80
C -1.78 5.43 1.58
C -3.41 6.15 3.22
C -4.13 1.68 -2.68
C -5.41 2.49 2.82
C 3.15 -1.00 -0.80
C 3.52 4.85 2.68
C -2.67 -4.14 1.49
C -2.43 6.24 4.20
C -6.24 -2.66 0.90
C 3.06 -3.06 -2.84
C 2.72 4.76 1.55
C -2.70 2.53 2.26
C 2.35 2.61 -3.80
C -3.13 2.48 3.58
C 2.78 2.68 3.38
C -5.31 3.51 -1.67
H -6.26 -0.04 0.25
H 3.74 3.72 -4.99
H -5.66 -0.59 2.52
H -4.57 0.14 -0.22
H -5.01 0.86 -4.46
H -7.10 -2.08 1.25
H -3.89 5.69 1.21
H -0.11 5.31 -1.24
H 0.48 -3.46 -0.03
H -2.68 6.54 5.21
H -6.10 -3.46 1.63
H 2.70 5.59 0.86
H -4.44 -4.14 2.76
H 4.06 5.48 -3.28
H -4.44 6.38 3.46
H 2.87 -1.40 -4.20
H -5.66 -3.25 -2.00
H -4.89 -4.38 -3.10
H -2.40 2.46 4.38
H 3.34 -0.29 1.21
H -3.94 -0.42 2.19
H -2.32 -1.71 -2.78
H -0.91 -3.08 2.22
H 1.30 -2.29 -0.48
H 1.37 1.71 2.11
H -5.03 -4.78 -1.39
H 2.81 1.86 4.09
H -7.11 4.13 -2.65
H 3.37 -4.41 -1.21
H 3.24 1.02 -0.09
H 2.87 5.36 -1.15
H 3.47 -2.70 0.51
H -1.36 -5.83 1.64
H -1.64 2.55 2.05
H 1.02 1.69 -2.41
H 4.11 5.74 2.84
H -3.46 -2.49 -3.87
H -1.00 -4.85 0.22
H -2.38 -2.66 3.08
H 2.21 1.82 -4.52
H -1.38 -3.98 -2.04
H -5.71 2.57 0.70
H 3.02 -3.82 -3.61
H -5.40 4.26 -0.90
H -4.56 -1.90 2.94
H -1.61 -4.21 3.37
H -4.04 -1.35 -2.66
H -3.37 5.10 -0.56
H -4.83 2.42 4.88
H -2.45 -4.54 -3.32
H -3.30 0.99 -2.69
H -2.41 -5.90 0.23
H 0.47 5.80 0.34
H -0.34 5.98 4.60
H -6.92 2.43 -4.44
H -6.47 2.45 3.03
H -2.09 4.63 -1.64
H 4.18 3.88 4.47
H -3.55 -5.66 2.72
H -5.64 -0.92 -1.14
H -4.58 -5.21 1.36
H 3.01 0.32 -2.51
H 0.23 5.25 2.36
H -2.53 -5.29 -1.74
H -6.52 -3.11 -0.05

Calculated values
Charge   0
LUMO level   0.137 eV
Frontier orbital gap   0.1820 Eh
E_HOMO   -4.815 eV

Here are the Löwdin charges for atoms 1 to 99, given in e:
1. Cs 0.74
2. Sb 1.56
3. P 1.01
4. P 1.02
5. O -0.32
6. N -0.19
7. C -0.07
8. C -0.12
9. C -0.30
10. C -0.08
11. C -0.13
12. C -0.08
13. C -0.14
14. C -0.39
15. C -0.02
16. C -0.11
17. C -0.37
18. C -0.12
19. C -0.08
20. C -0.08
21. C -0.08
22. C -0.09
23. C -0.13
24. C -0.10
25. C -0.08
26. C -0.39
27. C -0.08
28. C -0.12
29. C -0.07
30. C -0.13
31. C -0.30
32. C -0.12
33. C -0.04
34. C -0.15
35. C -0.15
36. C -0.14
37. C -0.13
38. C -0.72
39. C -0.14
40. C -0.39
41. C -0.70
42. C -0.24
43. C -0.09
44. C -0.12
45. C -0.08
46. C -0.42
47. C -0.08
48. C -0.71
49. C -0.11
50. C -0.10
51. C -0.15
52. C -0.11
53. C -0.13
54. C -0.08
55. C -0.07
56. C -0.07
57. C -0.10
58. H 0.09
59. H 0.10
60. H 0.08
61. H 0.04
62. H 0.11
63. H 0.09
64. H 0.10
65. H 0.09
66. H 0.03
67. H 0.10
68. H 0.05
69. H 0.09
70. H 0.06
71. H 0.10
72. H 0.10
73. H 0.09
74. H 0.06
75. H 0.09
76. H 0.11
77. H 0.02
78. H 0.06
79. H 0.07
80. H 0.06
81. H -0.02
82. H 0.06
83. H 0.08
84. H 0.11
85. H 0.11
86. H 0.10
87. H 0.01
88. H 0.09
89. H 0.11
90. H 0.09
91. H 0.08
92. H 0.07
93. H 0.10
94. H 0.09
95. H 0.05
96. H 0.06
97. H 0.11
98. H 0.07
99. H 0.09

(2)
Here is a molecular structure, C51H67BrInN7O5S2Si4 from OMol25. Energies are from ωB97M-V/def2-TZVPD.

Atoms and positions in Å:
In 0.01 0.11 -0.33
Br -1.66 0.66 6.15
S 3.46 -1.46 -1.10
S 0.21 5.01 5.91
Si -0.86 -2.20 -2.63
Si -2.71 -2.30 -0.07
Si -2.73 0.17 -2.09
Si 1.49 2.90 -2.22
O 0.92 1.55 -1.55
O -1.89 1.54 -1.65
O 0.40 -1.09 1.48
O 2.00 -1.11 -1.06
O 2.56 -1.53 1.90
N -1.03 4.48 5.04
N 1.43 4.29 5.13
N -2.60 -5.69 2.74
N -2.14 -2.43 1.60
N -3.34 -3.74 3.73
N -1.23 1.48 1.24
N 1.45 1.39 1.25
C 0.87 2.13 2.20
C 3.82 -2.03 -2.76
C -2.12 -3.06 -3.75
C -0.60 2.20 2.17
C -2.29 2.86 -1.96
C -2.69 2.98 3.07
C 2.02 5.58 -1.17
C -1.30 2.97 3.11
C 0.00 -0.52 4.18
C -3.31 -2.34 3.66
C -4.49 -1.78 0.19
C 0.89 3.59 4.15
C 3.84 3.86 -3.66
C 1.84 6.63 -0.28
C -0.92 2.67 -5.62
C 0.49 3.37 -3.76
C 0.44 4.27 0.03
C -3.04 -4.04 -0.73
C 2.76 1.25 1.27
C -2.56 1.50 1.22
C -0.53 3.69 4.10
C -2.91 0.07 -3.96
C 1.34 4.37 -1.04
C 1.39 -1.31 2.24
C -1.43 -3.52 2.26
C 0.47 4.66 -4.29
C 0.94 6.49 0.78
C 1.61 2.79 3.18
C 0.23 5.31 0.92
C 4.23 2.40 -1.69
C -1.71 -1.17 -1.26
C -4.53 0.56 -1.65
C 3.28 2.69 -2.85
C 0.64 -0.99 6.46
C -2.83 -1.70 2.58
C -2.50 -4.34 2.98
C 3.24 1.46 -3.77
C -0.20 -0.39 5.54
C -0.23 4.96 -5.45
C 3.66 -3.07 -0.32
C 1.95 -1.85 4.64
C 0.22 -1.17 -3.79
C 1.71 -1.74 6.00
C -0.92 3.96 -6.12
C -0.22 2.38 -4.45
C 1.10 -1.24 3.73
C 0.31 -3.53 -1.97
C 2.99 2.65 3.18
C -3.33 2.23 2.11
C 3.58 1.86 2.22
C -0.47 -4.30 1.39
H -1.47 4.20 -7.03
H -1.43 3.52 -1.85
H -0.24 5.98 -5.83
H -2.23 -2.52 -4.69
H -4.80 0.64 -0.60
H -2.01 -0.18 -4.51
H -4.72 1.53 -2.12
H -1.77 -4.07 -3.99
H -0.48 5.20 1.73
H 2.72 5.73 -1.99
H -0.24 1.38 -4.05
H -0.70 -0.10 3.47
H 2.81 -2.39 4.26
H 0.79 7.31 1.48
H -3.26 -6.16 3.35
H 4.29 3.25 -1.00
H 2.67 1.66 -4.68
H -3.23 3.57 3.79
H 3.58 3.15 3.94
H 0.90 -3.90 -2.82
H 2.38 7.55 -0.41
H -0.19 -4.39 -1.54
H 0.74 -0.36 -3.29
H 0.20 -3.61 0.89
H 3.89 1.54 -1.12
H -3.37 -4.65 0.12
H 3.29 -2.95 0.70
H -5.05 -1.74 -0.75
H 0.97 -1.83 -4.23
H 3.18 0.61 0.51
H -3.02 0.88 0.46
H -0.35 -0.75 -4.62
H -1.46 1.89 -6.13
H 5.24 2.18 -2.05
H 2.37 -2.22 6.71
H 4.79 3.56 -4.13
H -5.21 -0.15 -2.11
H -1.75 -6.19 2.56
H -2.24 -4.57 -1.24
H -2.65 2.95 -2.98
H -3.68 -0.66 -4.21
H 4.81 -2.49 -2.75
H -4.41 2.20 2.04
H -0.97 -4.92 0.65
H -0.13 3.36 0.12
H -0.85 -3.05 3.06
H -3.87 -3.97 -1.42
H 3.80 -1.19 -3.44
H 4.64 1.70 2.19
H 0.99 -3.11 -1.23
H -3.80 -1.81 4.47
H -3.08 3.19 -1.27
H 4.25 1.17 -4.07
H -3.00 -0.65 2.43
H 3.17 4.17 -4.46
H -3.26 1.05 -4.31
H 0.99 5.46 -3.77
H 4.72 -3.31 -0.32
H 3.08 -3.81 -0.87
H 0.45 -0.89 7.52
H 2.76 0.62 -3.26
H 3.06 -2.77 -3.04
H -3.10 -3.16 -3.29
H 0.14 -4.96 2.02
H -4.65 -0.85 0.73
H 4.07 4.73 -3.03
H -4.92 -2.58 0.81

Calculated values
Charge   0
LUMO level   -0.725 eV
Frontier orbital gap   0.2373 Eh
E_HOMO   -7.183 eV

Here are the Löwdin charges for atoms 1 to 99, given in e:
1. In 0.81
2. Br 0.75
3. S 0.90
4. S 1.01
5. Si 0.42
6. Si 0.47
7. Si 0.33
8. Si 0.49
9. O -0.32
10. O -0.34
11. O -0.09
12. O -0.58
13. O 0.00
14. N -0.21
15. N -0.20
16. N 0.14
17. N -0.10
18. N 0.09
19. N 0.11
20. N 0.11
21. C -0.15
22. C -0.22
23. C -0.17
24. C -0.16
25. C -0.11
26. C 0.03
27. C -0.09
28. C -0.11
29. C -0.08
30. C -0.15
31. C -0.17
32. C -0.30
33. C -0.09
34. C -0.08
35. C -0.09
36. C -0.21
37. C -0.10
38. C -0.16
39. C -0.10
40. C -0.11
41. C -0.34
42. C -0.15
43. C -0.18
44. C -0.58
45. C -0.31
46. C -0.09
47. C -0.08
48. C -0.07
49. C -0.07
50. C -0.08
51. C -0.41
52. C -0.16
53. C -0.58
54. C -0.12
55. C -0.18
56. C -0.37
57. C -0.10
58. C -0.65
59. C -0.09
60. C -0.23
61. C -0.01
62. C -0.16
63. C -0.07
64. C -0.09
65. C -0.10
66. C -0.12
67. C -0.17
68. C 0.03
69. C 0.00
70. C 0.01
71. C -0.04
72. H 0.10
73. H 0.07
74. H 0.10
75. H 0.02
76. H 0.01
77. H -0.01
78. H 0.04
79. H 0.04
80. H 0.10
81. H 0.08
82. H 0.07
83. H 0.09
84. H 0.12
85. H 0.10
86. H 0.10
87. H 0.08
88. H 0.09
89. H 0.13
90. H 0.12
91. H 0.04
92. H 0.10
93. H 0.01
94. H 0.00
95. H 0.07
96. H 0.04
97. H 0.04
98. H 0.03
99. H 0.03

(3)
Here is 5 unconnected molecules or ions with the total composition C51H67FIN7O18P from OMol25. Energies are from ωB97M-V/def2-TZVPD.

Atoms and positions in Å:
I -0.46 3.81 4.82
P -1.45 1.44 -1.92
F -0.28 6.12 -0.08
O -9.54 -1.58 2.04
O 6.83 6.77 -6.30
O 4.39 -7.93 2.49
O 7.29 -15.81 4.05
O 5.34 -11.24 5.89
O -5.87 0.86 -0.90
O -9.97 -1.43 -0.65
O 2.69 4.56 -6.07
O 9.02 -13.73 4.35
O -0.51 -10.43 3.31
O 0.46 -0.22 1.82
O 2.14 -7.21 1.15
O 1.72 -11.09 4.72
O 2.27 4.74 -8.76
O -5.40 0.63 1.77
O -0.53 6.44 -2.98
O 3.62 -13.34 5.68
O 6.38 7.03 -8.97
N -0.05 1.92 0.60
N 4.03 2.67 2.51
N -0.15 6.04 -5.26
N 3.01 1.10 1.09
N -1.84 4.62 1.78
N -0.07 4.79 0.13
N 2.54 1.19 3.55
C -1.37 4.02 -6.39
C -1.43 5.43 -5.75
C 5.81 -12.29 5.48
C 0.78 -4.12 1.53
C 3.12 -9.54 3.64
C 3.56 5.12 -6.73
C -4.01 4.20 -6.61
C 0.40 4.13 -3.51
C -7.93 -0.29 -0.85
C -4.06 5.62 -5.98
C -8.68 -1.03 1.38
C -2.56 -0.08 -1.52
C 6.82 -14.77 4.49
C 0.69 3.77 -1.99
C 2.02 -8.12 1.95
C -8.85 -0.90 -0.10
C 0.66 -9.78 3.09
C 1.30 -2.59 1.33
C 7.71 -13.58 4.68
C -3.01 6.94 1.48
C 1.84 -10.21 3.89
C -6.72 0.28 -0.24
C -2.68 2.48 -2.98
C 1.68 3.14 2.03
C 5.41 -14.64 4.86
C -4.48 6.38 1.13
C 4.32 5.89 -8.94
C 0.75 -8.80 2.18
C 4.77 5.66 -6.11
C -1.06 2.47 -0.40
C -0.23 0.46 0.77
C 5.52 6.45 -8.32
C -2.13 1.82 3.07
C 3.40 5.27 -8.20
C -7.46 -0.48 1.98
C -2.70 3.38 -6.84
C -6.54 0.12 1.23
C 5.70 6.27 -6.85
C -0.61 2.33 3.16
C 2.68 1.95 2.30
C -3.01 2.00 4.41
C -2.15 5.92 2.42
C 7.23 -12.42 5.14
C -0.55 3.91 -0.97
C 4.93 -13.48 5.33
C 0.09 2.81 1.81
C -2.71 6.26 -5.53
C -0.42 4.34 1.50
C 3.21 -8.56 2.74
C -0.12 5.61 -3.81
C 0.13 -1.64 1.86
H 7.33 7.17 -7.04
H -1.28 6.52 2.82
H -0.04 1.45 3.63
H 4.19 -7.27 1.80
H -0.80 -1.83 1.22
H 3.98 -9.87 4.22
H -2.67 2.33 -7.27
H 0.66 5.62 -5.77
H 3.84 0.53 1.32
H -3.16 7.88 2.13
H -5.27 7.19 1.14
H -4.91 1.02 1.02
H -2.06 2.57 0.20
H 1.46 -2.37 0.21
H -4.41 5.86 0.10
H -2.74 2.25 2.21
H -2.64 7.30 -5.04
H 4.21 6.00 -10.01
H 0.18 5.06 2.19
H 3.91 3.36 3.27
H 0.60 -4.66 0.53
H 0.86 2.05 0.09
H -0.32 -11.09 4.01
H 3.53 -12.42 5.98
H -0.13 -1.90 2.95
H -2.43 7.28 0.56
H 1.55 4.46 -1.63
H -4.77 5.60 1.92
H 1.46 -4.72 2.23
H -4.98 3.69 -6.92
H 2.05 3.69 1.08
H 1.13 2.70 -1.94
H 9.11 -14.65 4.05
H -10.47 -1.81 0.10
H 1.99 1.65 4.27
H -1.36 0.26 0.93
H -2.50 1.59 5.35
H 4.89 5.53 -5.04
H 2.27 -2.43 1.93
H -5.01 6.21 -5.79
H -3.74 2.48 -2.56
H -1.95 -0.91 -1.00
H 1.40 4.02 -4.08
H -8.04 -0.19 -1.92
H -3.10 -0.47 -2.45
H -2.85 5.70 3.32
H 1.84 3.91 2.88
H 3.28 1.75 0.34
H -7.34 -0.60 3.05
H -2.74 1.90 -3.98
H 1.77 4.35 -8.03
H -2.27 3.51 -3.25
H -3.32 0.28 -0.73
H -1.47 4.44 -1.44
H -3.95 1.35 4.26
H -0.25 -4.07 2.04
H 4.26 3.19 1.65
H 4.78 -15.51 4.74
H -0.26 3.30 -3.98
H -0.34 3.52 -6.47
H -0.10 -8.48 1.60
H 7.86 -11.56 5.27
H -2.08 0.67 2.90
H 2.35 0.19 3.43
H -2.45 4.55 0.95
H 0.17 -0.05 -0.19
H -3.41 3.07 4.55

Calculated values
Charge   +1
LUMO level   -3.531 eV
Frontier orbital gap   0.2580 Eh
E_HOMO   -10.551 eV

Here are the Löwdin charges for atoms 1 to 99, given in e:
1. I 1.00
2. P 0.93
3. F 0.02
4. O 0.13
5. O 0.11
6. O 0.10
7. O 0.11
8. O 0.10
9. O 0.08
10. O 0.11
11. O 0.06
12. O 0.10
13. O 0.10
14. O -0.19
15. O 0.09
16. O 0.12
17. O 0.10
18. O 0.07
19. O 0.06
20. O 0.09
21. O 0.13
22. N 0.00
23. N 0.03
24. N 0.05
25. N 0.07
26. N -0.03
27. N -0.12
28. N 0.09
29. C -0.04
30. C -0.22
31. C -0.31
32. C -0.11
33. C 0.09
34. C -0.30
35. C -0.08
36. C -0.11
37. C 0.08
38. C -0.05
39. C -0.31
40. C -0.28
41. C -0.31
42. C -0.15
43. C -0.31
44. C -0.22
45. C -0.22
46. C -0.19
47. C -0.22
48. C -0.23
49. C -0.30
50. C -0.31
51. C -0.26
52. C -0.08
53. C 0.08
54. C -0.13
55. C 0.09
56. C 0.08
57. C 0.08
58. C -0.34
59. C -0.20
60. C -0.30
61. C -0.29
62. C -0.22
63. C 0.09
64. C -0.07
65. C -0.22
66. C -0.21
67. C -0.54
68. C -0.59
69. C -0.20
70. C -0.26
71. C 0.08
72. C -0.23
73. C -0.22
74. C -0.28
75. C 0.01
76. C -0.28
77. C -0.22
78. C -0.34
79. C -0.21
80. H 0.12
81. H 0.11
82. H 0.08
83. H 0.11
84. H 0.12
85. H 0.12
86. H 0.09
87. H 0.08
88. H 0.10
89. H 0.11
90. H 0.08
91. H 0.09
92. H 0.13
93. H 0.11
94. H 0.07
95. H 0.08
96. H 0.11
97. H 0.14
98. H 0.13
99. H 0.07

Relative energy (zero: lowest compared OMol25 entry of this formula, charge and spin)? In order: 14.3, 0.0, 929.8 kJ/mol.